The following is a DFT calculation (wB97M-V/def2-TZVPD) of a 2-piece molecular cluster, CH3N2O overall.

Last column: Mulliken charge in e.
Atoms and positions in Å:
C: 0.815 -0.543 0.107  -0.18
N: 2.988 0.410 -0.037  -0.19
N: 1.978 -0.049 -0.009  0.61
O: -0.307 1.693 0.004  -0.33
H: 0.447 -0.807 1.114  0.36
H: 0.228 -0.754 -0.868  0.37
H: -0.170 1.837 -0.894  0.36

**Net charge**: +1
**LUMO level (spin up / spin down)**: -8.92 / -7.24 eV
**Kohn-Sham gap (spin up / spin down)**: 8.8 / 9.6 eV

The following is a DFT calculation (wB97M-V/def2-TZVPD) of one molecule with the formula C4H3N3O.

Last column: Mulliken charge in e.
Atoms and positions in Å:
N: 3.333 -0.107 0.003  -0.41
C: 2.159 -0.075 0.147  0.18
C: 0.656 -0.237 -0.092  0.02
N: 0.548 -1.485 -0.503  -0.32
N: -0.940 -1.734 -0.239  -0.34
C: -1.510 -0.595 0.177  -0.36
C: -0.658 0.590 0.395  0.76
O: -0.627 1.749 -0.464  -0.58
H: -2.563 -0.803 0.521  0.40
H: -0.345 0.878 1.474  0.28
H: -0.052 1.820 -1.418  0.38

**Net charge**: 0
**LUMO level**: -1.35 eV
**Kohn-Sham gap**: 9.5 eV

The following is a DFT calculation (wB97M-V/def2-TZVPD) of C16H21AsN2O9PbS2 as an isolated structure.

Last column: Mulliken charge in e.
Atoms and positions in Å:
Pb: 0.245 -0.884 -0.166  1.80
O: -0.548 -1.149 4.442  -0.67
S: -0.117 -1.828 3.263  1.38
O: 1.069 -2.620 3.317  -0.57
O: -0.246 -0.936 2.059  -0.59
C: -1.427 -3.048 2.914  0.42
C: -2.466 -3.117 3.925  -0.44
C: -3.583 -3.876 3.687  -0.63
C: -3.675 -4.595 2.502  -0.52
C: -2.628 -4.555 1.508  -0.71
C: -1.506 -3.797 1.732  0.29
S: -0.360 -3.776 0.322  1.50
O: 0.863 -3.071 0.720  -0.73
O: -0.249 -5.135 -0.073  -0.61
O: -1.098 -2.857 -0.610  -0.68
H: -2.353 -2.544 4.836  0.57
H: -4.377 -3.914 4.420  0.45
H: -4.548 -5.207 2.313  0.44
H: -2.716 -5.128 0.593  0.52
O: -3.072 6.009 -1.205  -0.50
C: -2.229 5.811 -0.099  -0.57
N: -0.822 5.771 -0.443  -0.12
C: -0.135 4.708 -0.917  0.19
O: 1.062 4.692 -1.113  -0.60
C: -0.912 3.444 -1.221  -0.43
C: -1.964 3.366 -2.126  0.19
C: -2.532 2.129 -2.416  -0.96
C: -2.016 0.999 -1.815  -0.19
N: -0.993 1.107 -0.961  -0.35
C: -0.436 2.277 -0.655  0.13
H: -3.147 6.946 -1.417  0.33
H: -2.511 4.855 0.336  0.38
H: -2.352 6.585 0.656  0.44
H: -0.273 6.613 -0.336  0.28
H: -2.345 4.264 -2.596  0.58
H: -3.353 2.038 -3.113  0.44
H: -2.409 0.010 -2.012  0.55
H: 0.402 2.291 0.032  0.58
C: 4.430 0.678 -2.421  -1.06
As: 3.820 -0.767 -1.335  0.71
C: 4.832 -0.887 0.277  -1.06
C: 3.932 -2.413 -2.294  -1.07
O: 2.189 -0.424 -0.965  -0.53
H: 5.477 0.507 -2.672  0.41
H: 4.326 1.609 -1.869  0.37
H: 3.832 0.715 -3.328  0.35
H: 5.883 -1.038 0.033  0.42
H: 4.462 -1.728 0.861  0.37
H: 4.713 0.034 0.844  0.37
H: 4.965 -2.582 -2.595  0.42
H: 3.295 -2.359 -3.174  0.36
H: 3.600 -3.222 -1.647  0.37

**Net charge**: +2
**LUMO level (spin up / spin down)**: -10.04 / -9.72 eV
**Kohn-Sham gap (spin up / spin down)**: 4.9 / 5.2 eV

The following is a DFT calculation (wB97M-V/def2-TZVPD) of a 2-piece molecular cluster, C5H11N4O overall.

Last column: Mulliken charge in e.
Atoms and positions in Å:
C: 1.434 1.368 -2.196  0.95
C: -0.988 -1.584 0.033  0.48
C: 1.230 2.059 -3.240  -1.04
C: 0.012 0.318 1.455  0.78
C: -1.055 0.364 2.500  -1.03
N: -1.933 -1.870 0.791  -0.58
N: -0.102 -0.480 0.351  -0.10
N: -0.483 -2.225 -1.015  -0.28
N: 1.106 1.036 1.579  -0.31
O: 1.725 0.710 -1.280  -0.62
H: 1.977 2.355 -3.845  0.32
H: 0.183 2.370 -3.600  0.22
H: -1.969 0.644 1.921  0.32
H: -0.747 0.983 3.378  0.35
H: -1.321 -0.681 2.847  0.32
H: -2.346 -2.800 0.478  0.25
H: 0.602 -0.406 -0.299  0.21
H: -0.692 -3.045 -1.519  0.17
H: 0.280 -1.720 -1.410  0.07
H: 1.797 0.834 0.805  0.27
H: 1.290 1.772 2.268  0.26

**Net charge**: +1
**LUMO level**: -3.11 eV
**Kohn-Sham gap**: 10.3 eV

The following is a DFT calculation (wB97M-V/def2-TZVPD) of C13H26N4NiO4P as an isolated structure.

Last column: Mulliken spin population.
Atoms and positions in Å:
Ni: 0.598 -0.340 0.803  1.63
N: 1.414 0.082 2.779  0.05
C: 2.883 0.054 2.821  0.00
C: 3.504 0.270 1.455  0.01
O: 4.682 0.321 1.256  0.00
O: 2.581 0.366 0.481  0.02
H: 1.069 1.033 2.880  0.00
H: 1.035 -0.437 3.563  0.00
H: 3.215 -0.932 3.149  0.00
H: 3.314 0.781 3.512  0.00
C: -0.598 -3.074 0.599  0.00
N: -0.919 -1.777 1.217  0.05
C: -1.081 -1.959 2.665  0.00
C: -2.165 -1.217 0.641  0.02
C: -2.127 0.300 0.560  -0.11
C: -3.300 1.009 0.306  0.01
C: -3.269 2.395 0.237  -0.01
C: -2.070 3.067 0.449  0.01
C: -0.908 2.345 0.699  -0.02
C: -0.901 0.947 0.738  0.29
H: -1.402 -3.799 0.762  0.00
H: 0.317 -3.469 1.040  0.00
H: -0.430 -2.938 -0.467  0.00
H: -1.855 -2.703 2.882  0.00
H: -1.374 -1.012 3.120  0.00
H: -0.145 -2.305 3.103  0.00
H: -3.025 -1.548 1.234  0.00
H: -2.299 -1.659 -0.351  0.00
H: -4.244 0.486 0.188  0.00
H: -4.180 2.950 0.056  0.00
H: -2.046 4.149 0.420  0.00
H: 0.020 2.895 0.839  0.01
N: -1.778 0.470 -2.960  0.00
C: -0.481 1.153 -2.645  0.00
P: 0.711 -0.269 -2.553  0.01
O: 0.242 -1.130 -3.681  0.00
O: 0.668 -0.841 -1.156  0.02
C: 2.339 0.493 -2.879  0.00
N: 3.392 -0.045 -2.007  0.00
H: -2.232 0.170 -2.095  0.00
H: -1.487 -0.381 -3.511  0.00
H: -2.429 1.057 -3.479  0.00
H: -0.588 1.717 -1.724  0.00
H: -0.247 1.811 -3.481  0.00
H: 2.254 1.564 -2.673  0.00
H: 2.546 0.369 -3.945  0.00
H: 4.285 0.388 -2.225  0.00
H: 3.509 -1.043 -2.151  0.00
H: 3.002 0.234 -0.468  0.00

**Net charge**: +1
**LUMO level (spin up / spin down)**: -2.33 / -2.34 eV
**Kohn-Sham gap (spin up / spin down)**: 8.7 / 9.2 eV
**2S+1**: 3

So what do the calculations give for largest force on an atom? Going down the list: 0.099 0.120 0.015 0.096 0.006 hartree/bohr.
So what do the calculations give for calculated total energy? Going down the list: -224.161033 -393.553396 -4633.300504 -491.112616 -2880.506647 a.u..